Entry 1:
Density functional theory data (wB97M-V/def2-TZVPD) for a 2-piece molecular cluster, C11H18 overall.

```
29
Properties=species:S:1:pos:R:3:forces:R:3:mulliken_charge:R:1
C 3.01368 -0.47946 0.29950 0.13 0.06 -1.26 -1.407
C 1.79467 -0.98367 1.00673 0.70 0.07 0.69 0.616
C 1.65330 -0.67001 2.36345 -0.33 -0.05 1.52 -0.253
C 0.46393 -0.83885 3.05670 -1.42 -0.32 -1.17 -0.694
C -0.63296 -1.34069 2.34361 -0.76 -0.68 -0.09 -0.313
C -0.48264 -1.82440 1.05378 1.72 -0.13 1.29 -0.554
C 0.77936 -1.70859 0.43444 -2.47 0.36 -0.70 -0.180
H 3.16485 -0.99018 -0.67454 0.08 0.15 0.66 0.343
H 3.92594 -0.48210 0.88782 0.07 -0.49 0.19 0.405
H 2.90440 0.58362 0.05046 -0.32 -0.10 -0.01 0.233
H 2.46594 -0.35709 3.00673 0.46 0.41 -0.59 0.340
H 0.21075 -0.59570 4.08510 0.92 0.18 -0.01 0.363
H -1.61263 -1.46341 2.81184 0.33 0.17 0.10 0.372
H -1.21346 -2.42907 0.55553 -0.60 0.16 -0.12 0.455
H 0.59613 -2.02004 -0.58772 1.55 0.03 -0.41 0.309
C -0.80345 0.45669 -2.68305 -0.35 -0.07 -0.43 -1.420
C -0.98652 0.85429 -1.20909 -1.93 -0.59 -0.69 1.853
C -0.29869 2.14949 -0.82576 -0.55 -0.76 -0.06 -1.298
C -2.53774 0.94802 -0.97848 0.83 0.03 -0.05 -1.528
H 0.14954 0.01351 -2.97570 0.39 0.41 0.33 0.345
H -1.00274 1.33670 -3.30511 0.10 -0.18 -0.16 0.366
H -1.51398 -0.33344 -2.99174 -0.03 0.43 0.32 0.377
H -0.76325 -0.05836 -0.67283 0.84 0.47 0.70 -0.795
H -0.71542 2.53715 0.10799 0.45 -0.20 0.15 0.370
H 0.77709 1.97298 -0.77701 0.01 0.65 -0.07 0.232
H -0.64350 2.85001 -1.58940 0.70 0.31 -0.09 0.371
H -2.80677 -0.11290 -0.91908 -0.81 0.45 0.15 0.367
H -2.81214 1.53393 -0.09108 0.21 -0.58 0.16 0.365
H -3.07372 1.45153 -1.78306 0.10 -0.19 -0.35 0.360
```
Forces are in eV/Å.

Summary:
- ΔE to the lowest compared entry with this formula, charge and spin (eV) = 1.183
- orbital gap (eV) = 9.97
- max |F| (eV/A) = 2.6
- lowest unoccupied orbital energy (eV) = 0.9
- structure (SMILES) = Cc1ccccc1.CC(C)C



Entry 2:
Density functional theory data (wB97M-V/def2-TZVPD) for a 2-piece molecular cluster, C11H18Cl3N2O3 overall.

```
37
Properties=species:S:1:pos:R:3:forces:R:3:mulliken_charge:R:1
N -0.92529 0.20152 2.10252 -0.65 0.56 -0.21 -0.407
C -1.17684 1.03997 0.91575 0.02 -0.44 0.99 -0.717
C -1.94324 0.18107 -0.09081 -0.35 0.89 -0.29 -0.931
C -1.37749 0.11178 -1.51007 0.27 -0.54 0.33 -0.422
C 0.14193 -0.03763 -1.62590 -0.31 -0.51 -0.87 -0.662
C 0.66006 -1.48276 -1.46778 0.05 1.01 0.38 -1.189
C 1.18344 -1.85084 -0.08891 1.48 -1.70 0.22 0.540
C 1.91181 -0.82068 0.75509 -1.37 0.53 0.35 -0.977
C 2.12743 -1.52810 2.11381 -0.98 0.92 -1.28 0.241
C 2.46864 -0.37870 3.08802 1.27 0.03 1.09 0.164
O 3.68806 -0.06401 3.13204 -0.28 -0.38 -0.42 -0.789
O 1.53848 0.16229 3.70102 -0.53 0.09 -0.05 -0.663
C 0.74588 -2.20088 2.20943 0.12 0.27 0.55 0.196
O 0.13861 -2.53180 3.19959 0.39 -0.33 -0.63 -0.646
N 0.24973 -2.44408 0.87566 -0.10 0.18 0.80 -0.276
H -1.81631 -0.20737 2.36299 0.06 -0.24 0.13 0.191
H -0.63823 0.76335 2.89627 0.52 -0.20 0.03 0.217
H -0.20700 1.37997 0.56631 0.06 0.07 -0.27 0.387
H -1.73260 1.94134 1.19230 -0.20 0.20 -0.25 0.458
H -2.08857 -0.80529 0.33289 0.36 -0.31 0.02 0.596
H -2.94798 0.60281 -0.16757 -0.22 -0.05 -0.07 0.354
H -1.80281 -0.77947 -1.97090 -0.16 -0.08 -0.22 0.317
H -1.72326 0.94712 -2.11005 0.10 0.01 0.07 0.008
H 0.70895 0.64002 -1.00171 -0.02 0.14 0.22 0.312
H 0.38865 0.24736 -2.64955 0.05 0.14 -0.16 0.431
H -0.09260 -2.17926 -1.82533 -0.19 -0.25 0.12 0.330
H 1.49800 -1.57801 -2.15274 0.26 -0.12 -0.05 0.428
H 1.93683 -2.64594 -0.23529 0.10 0.06 -0.50 0.352
H 2.73928 -0.26997 0.33005 0.43 -0.36 -0.15 0.470
H 1.14521 -0.09101 1.01897 0.12 0.37 -0.14 -0.210
H 2.90164 -2.26998 1.92693 0.19 -0.23 0.60 0.580
H 0.21426 -3.45343 0.82901 -0.49 -0.08 -0.42 0.319
C -1.63495 3.98145 -3.33816 0.05 -0.10 0.09 -0.021
Cl -1.97909 3.35636 -1.72987 -0.05 0.42 0.05 -0.056
Cl 0.09902 4.22389 -3.55835 -0.02 0.02 -0.01 -0.127
Cl -2.27492 2.89944 -4.58217 -0.02 0.02 -0.02 -0.142
H -2.12474 4.93948 -3.44349 0.00 0.01 -0.03 0.343
```
Forces are in eV/Å.

Summary:
- ΔE to the lowest compared entry with this formula, charge and spin (eV) = 0.000
- charge = -1
- orbital gap (eV) = 6.26
- max |F| (eV/A) = 2.3
- lowest unoccupied orbital energy (eV) = 2.1



Entry 3:
Density functional theory data (wB97M-V/def2-TZVPD) for C11H18ClF6NO8S2Sr as an isolated structure.

```
48
Properties=species:S:1:pos:R:3:forces:R:3:mulliken_charge:R:1
Sr -0.66980 -1.53274 -0.52302 0.99 -0.76 0.70 1.432
C 0.34805 0.74328 3.05931 -0.04 -0.16 0.07 -0.603
C 0.04718 -0.74816 3.08456 -0.15 0.08 0.21 -0.836
O 0.54041 -1.47817 1.96842 0.17 0.15 -0.21 -0.136
C 1.95795 -1.42353 1.85754 0.07 0.03 0.04 -0.026
C 2.35311 -2.06710 0.55286 -0.01 -0.22 0.13 -1.025
O 1.76959 -1.34792 -0.51228 0.13 0.01 -0.13 0.235
C 2.59283 -0.51124 -1.29858 0.16 0.22 -0.13 -0.887
C 2.91179 0.78568 -0.57271 0.08 -0.22 -0.12 -0.599
O 1.68704 1.31351 -0.14203 -0.08 0.01 -0.03 -0.043
C 1.78203 2.31318 0.84047 -0.08 0.05 0.12 -0.638
C 0.39918 2.49693 1.44488 0.18 0.20 -0.05 -0.724
O -0.16527 1.27831 1.86973 -0.03 -0.07 -0.05 0.045
H 1.42141 0.93232 3.16638 0.00 0.01 -0.03 0.368
H -0.13960 1.18653 3.93900 0.00 0.03 -0.03 0.413
H -1.03059 -0.89761 3.07546 -0.02 0.03 -0.01 0.309
H 0.45061 -1.17009 4.01346 0.00 -0.03 -0.03 0.436
H 2.42333 -1.93859 2.70576 -0.01 -0.02 0.01 0.378
H 2.28506 -0.38148 1.84526 0.04 -0.05 0.07 -0.062
H 1.95203 -3.08340 0.49235 0.09 0.00 0.04 0.221
H 3.44093 -2.11314 0.45673 0.00 0.03 -0.01 0.484
H 2.01796 -0.30180 -2.20037 0.00 0.00 0.01 0.237
H 3.50550 -1.04018 -1.59053 0.00 0.03 0.04 0.419
H 3.43790 1.46717 -1.25388 0.00 0.00 0.02 0.435
H 3.57387 0.59741 0.28578 -0.01 0.02 0.00 0.344
H 2.12122 3.26419 0.40987 0.00 0.01 0.04 0.409
H 2.51231 2.02358 1.61112 0.03 -0.04 -0.05 0.348
H -0.27441 2.88652 0.68404 -0.01 -0.02 0.05 0.257
H 0.46175 3.21870 2.26998 -0.03 0.00 -0.02 0.390
F -4.46784 1.66375 1.28328 0.04 -0.04 -0.06 -0.195
C -4.44272 1.09133 0.07971 -0.09 0.15 -0.10 0.361
F -5.24391 0.03372 0.08326 0.07 0.02 0.02 -0.197
F -4.87596 1.96778 -0.81956 0.03 -0.11 0.11 -0.192
S -2.69818 0.58133 -0.27236 -0.84 0.37 -1.08 1.541
O -1.92774 1.75660 -0.52727 -0.03 0.37 0.09 -0.590
O -2.37840 -0.22175 0.87824 -0.01 -0.49 0.31 -0.559
N -2.83764 -0.37357 -1.55397 0.56 0.45 -0.29 -0.891
S -1.94017 -0.17613 -2.91608 -1.68 -0.37 0.71 1.329
O -2.36227 -1.18475 -3.82239 -0.01 0.15 -0.19 -0.655
O -0.54583 -0.07734 -2.58412 0.61 0.23 0.06 -0.612
C -2.41790 1.46116 -3.63361 -0.08 0.65 -0.34 0.545
F -2.65194 1.32288 -4.93465 0.05 -0.11 0.09 -0.209
F -1.44456 2.34927 -3.47264 -0.02 -0.11 0.06 -0.204
F -3.52169 1.91385 -3.04818 0.06 -0.07 -0.11 -0.200
Cl 0.82799 -3.42520 -2.64805 0.17 0.24 -0.10 -0.229
C -0.21811 -3.93365 -1.20152 -0.14 -0.78 -0.08 -1.163
H 0.39701 -4.68769 -0.69647 0.06 0.10 0.03 0.233
H -0.96349 -4.53373 -1.73319 -0.21 0.05 0.22 0.307
```
Forces are in eV/Å.

Summary:
- ΔE to the lowest compared entry with this formula, charge and spin (eV) = 1.304
- orbital gap (eV) = 7.76
- max |F| (eV/A) = 1.9
- lowest unoccupied orbital energy (eV) = 0.3



Entry 4:
Density functional theory data (wB97M-V/def2-TZVPD) for C11H18ClIN2O2PPt as an isolated structure.

```
37
Properties=species:S:1:pos:R:3:forces:R:3:mulliken_charge:R:1
C -1.31295 2.07354 1.26341 -0.35 0.90 0.62 -1.357
C -1.33544 0.59787 1.01407 -2.96 -0.32 3.16 0.287
H -1.97149 2.32115 2.09486 -0.09 -0.05 0.04 0.411
H -1.61551 2.61985 0.36424 0.16 -0.20 0.08 0.264
H -0.29076 2.38426 1.50205 -0.05 -0.08 -0.17 0.336
O -1.97638 -0.22232 1.64587 1.10 1.83 -1.09 -0.287
I 0.93063 -2.35986 -2.07856 1.04 -0.62 -1.11 0.506
Pt -0.08127 -0.01285 -0.55966 0.92 0.31 -1.81 2.058
P -1.80855 0.01644 -2.08209 -1.32 0.49 -2.05 0.565
C -2.80652 -1.50613 -2.16224 0.41 -0.17 0.52 -1.094
C -3.02994 1.32888 -1.78500 0.38 0.17 0.57 -1.252
H -0.50658 1.12962 -3.76077 -0.16 -0.14 -0.14 0.364
H -2.05274 0.53162 -4.44639 0.14 -0.15 0.26 0.468
H -0.69759 -0.60952 -4.13263 -0.16 0.21 -0.07 0.344
C -1.21238 0.29163 -3.77921 0.39 0.03 0.33 -1.094
H -2.51880 2.30039 -1.77965 -0.20 -0.18 -0.07 0.340
H -3.78737 1.31815 -2.58297 0.31 -0.14 0.14 0.512
H -3.61091 -1.38728 -2.90281 0.30 0.13 0.15 0.461
H -3.25762 -1.71067 -1.18342 -0.02 0.00 -0.20 0.389
H -3.53345 1.17056 -0.82143 0.05 0.07 -0.23 0.372
H -2.17497 -2.35537 -2.45116 -0.25 0.12 -0.01 0.337
C -0.62983 -1.72349 0.11080 -1.99 -4.33 1.65 -0.404
O -0.97448 -2.72534 0.56504 1.14 2.99 -1.28 -0.229
Cl 0.59202 2.12999 -1.41189 -0.19 -1.34 0.42 -0.369
N 4.64273 -0.71394 3.54279 -1.80 0.14 -1.05 -0.218
C 3.59647 -0.52357 2.70090 1.11 -0.14 0.86 1.193
C 2.27983 -0.83801 3.09959 -1.15 -0.30 0.56 -0.739
C 1.23920 -0.66581 2.20209 0.53 0.16 0.07 -0.212
N 1.47247 -0.19161 0.96321 0.77 0.48 -0.24 -0.202
C 2.71067 0.16250 0.56995 0.28 -0.18 0.36 -0.472
C 3.80352 0.00231 1.40638 0.44 0.33 -0.88 -0.666
H 4.51096 -1.09150 4.47213 0.03 -0.10 0.32 0.288
H 5.57539 -0.50380 3.24399 0.78 0.16 -0.09 0.277
H 2.04632 -1.20191 4.10398 0.20 0.07 -0.28 0.389
H 0.19688 -0.86836 2.44395 0.39 -0.11 0.26 0.537
H 2.78275 0.56673 -0.43562 0.23 0.02 0.19 0.489
H 4.80570 0.26587 1.04623 -0.41 -0.07 0.19 0.409
```
Forces are in eV/Å.

Summary:
- expectation value of S² = 6.06
- ΔE to the lowest compared entry with this formula, charge and spin (eV) = 0.000
- charge = +3
- multiplicity = 5
- orbital gap (alpha / beta) (eV) = 6.29 / 5.35
- max |F| (eV/A) = 5.0
- lowest unoccupied orbital energy (alpha / beta) (eV) = -10.4 / -14.1



Among the records above, which one has the highest ΔE to the lowest compared entry with this formula, charge and spin?
C11H18ClF6NO8S2Sr